No. 1
9
Properties=species:S:1:pos:R:3 method="wB97M-V/def2-TZVPD" smiles="C=CN=C=P" lumo_ev=-0.482 charge=0 total_energy_ha=-512.66324 homo_energy_ev=-7.9 de_lowest_ev=3.066 orbital_gap_ha=0.27303
C -1.803 -0.347 -0.488
C -1.051 0.631 0.069
N 0.272 0.541 0.422
C 1.467 0.022 0.538
P 3.048 0.013 0.524
H -2.790 -0.289 -0.373
H -1.245 -1.186 -0.743
H -1.531 1.458 0.563
H 3.631 -0.842 -0.512

***

No. 2
9
Properties=species:S:1:pos:R:3 method="wB97M-V/def2-TZVPD" smiles="N[P@@](O)(=S)S" lumo_ev=0.534 charge=0 total_energy_ha=-1270.19449 homo_energy_ev=-9.3 de_lowest_ev=0.038 orbital_gap_ha=0.36022
N 0.147 0.769 1.294
P -0.146 -0.215 -0.219
O 1.354 -0.484 -0.745
S -1.208 -1.818 0.083
S -0.787 1.159 -1.652
H -0.172 0.293 2.124
H 1.095 1.097 1.350
H 1.676 -1.340 -0.456
H -1.958 0.540 -1.779

***

No. 3
17
Properties=species:S:1:pos:R:3 method="wB97M-V/def2-TZVPD" lumo_ev=0.198 charge=0 total_energy_ha=-1179.74040 homo_energy_ev=-7.9 de_lowest_ev=1.107 orbital_gap_ha=0.29811
C 0.584 0.031 -0.851
C -2.251 0.682 1.176
C 2.642 0.444 0.193
C 1.920 -0.420 -0.911
N -0.166 0.531 -1.745
N -2.592 1.739 0.932
N -3.198 -1.675 1.779
S -1.696 -0.891 1.488
Cl 2.682 0.170 -2.484
H 3.661 0.199 0.082
H 2.442 1.493 -0.093
H 2.228 0.246 1.133
H 2.088 -1.470 -0.882
H 0.195 0.966 -2.635
H -1.092 0.719 -1.321
H -3.496 -1.686 2.791
H -3.950 -1.078 1.348

***

No. 4
78
Properties=species:S:1:pos:R:3 method="wB97M-V/def2-TZVPD" lumo_ev=-3.956 charge=+1 total_energy_ha=-3781.91488 homo_energy_ev=-12.5 orbital_gap_ha=0.31409
Hg 1.527 -1.775 1.464
P -1.068 0.728 -0.290
F 0.191 -0.114 0.364
F -1.359 1.272 1.230
F -0.069 1.986 -0.486
F -2.390 1.544 -0.738
F -0.767 0.253 -1.792
F -1.969 -0.582 -0.030
N -0.980 -2.017 2.451
C -1.686 -3.146 2.195
C -2.815 -3.545 2.874
C -3.206 -2.807 4.006
C -2.608 -1.584 4.227
C -1.503 -1.278 3.425
H -1.407 -3.691 1.302
H -3.403 -4.379 2.525
H -4.106 -3.089 4.537
H -2.934 -0.971 5.053
H -0.991 -0.342 3.610
N 1.596 -0.110 3.051
C 1.410 -0.392 4.367
C 1.231 0.593 5.317
C 1.421 1.926 4.966
C 1.456 2.209 3.627
C 1.624 1.174 2.699
H 1.350 -1.397 4.763
H 1.034 0.293 6.337
H 1.302 2.653 5.759
H 1.545 3.222 3.257
H 1.921 1.419 1.688
N 0.766 -3.233 -0.068
C 0.485 -4.550 0.017
C -0.198 -5.236 -0.953
C -0.525 -4.630 -2.162
C -0.175 -3.292 -2.283
C 0.487 -2.645 -1.245
H 0.756 -5.033 0.947
H -0.520 -6.244 -0.723
H -1.110 -5.072 -2.955
H -0.432 -2.735 -3.174
H 0.772 -1.615 -1.387
N 3.244 -0.510 0.363
C 2.952 0.268 -0.710
C 3.872 1.043 -1.378
C 5.177 1.095 -0.882
C 5.467 0.443 0.309
C 4.533 -0.460 0.761
H 1.911 0.301 -0.989
H 3.736 1.703 -2.223
H 5.910 1.752 -1.330
H 6.443 0.500 0.766
H 4.759 -1.058 1.637
C -1.400 1.276 -4.726
N -1.052 -0.076 -5.222
O -0.227 -0.755 -4.639
O -1.697 -0.495 -6.152
H -2.065 1.195 -3.872
H -1.849 1.751 -5.593
H -0.518 1.835 -4.426
C 1.431 4.530 -0.131
N 2.525 4.450 0.868
O 3.084 5.478 1.172
O 2.872 3.354 1.277
H 1.611 4.000 -1.059
H 1.335 5.585 -0.339
H 0.592 4.145 0.449
C -3.995 -0.650 -2.314
N -4.961 -1.636 -2.895
O -4.593 -2.797 -2.914
O -6.059 -1.237 -3.178
H -3.051 -1.129 -2.105
H -4.507 -0.316 -1.413
H -3.962 0.223 -2.960
C -1.167 4.370 -2.896
Cl -0.385 5.874 -2.376
Cl -2.829 4.321 -2.253
H -1.175 4.299 -3.977
H -0.617 3.561 -2.425

***

No. 5
21
Properties=species:S:1:pos:R:3 method="wB97M-V/def2-TZVPD" smiles=Brc1ccc(Br)cc1.c1c[nH]cn1 lumo_ev=0.598 charge=0 total_energy_ha=-5605.29950 homo_energy_ev=-8.8 de_lowest_ev=0.000 orbital_gap_ha=0.34553
Br -1.436 2.956 -1.795
C -0.119 1.651 -1.469
C 0.140 0.681 -2.437
C 1.116 -0.286 -2.196
C 1.817 -0.267 -0.991
Br 3.134 -1.573 -0.666
C 1.558 0.702 -0.024
C 0.583 1.669 -0.265
H -0.421 0.680 -3.381
H 1.331 -1.056 -2.949
H 2.119 0.704 0.921
H 0.368 2.439 0.488
C -0.574 -0.883 2.748
C -0.510 -1.711 1.648
N -1.404 -1.179 0.752
C -1.961 -0.076 1.327
N -1.478 0.132 2.542
H -0.013 -0.966 3.679
H 0.074 -2.605 1.428
H -1.613 -1.545 -0.181
H -2.709 0.534 0.821

***

No. 6
7
Properties=species:S:1:pos:R:3 method="wB97M-V/def2-TZVPD" lumo_ev=4.237 charge=-1 total_energy_ha=-630.06718 homo_energy_ev=-4.1 de_lowest_ev=3.654 orbital_gap_ha=0.30533
C -0.751 -0.131 -0.307
N -0.229 0.993 0.351
O -0.863 -0.083 1.108
Cl 2.706 -0.466 -0.036
H -0.031 -0.902 -0.765
H -1.569 -0.125 -0.895
H 0.738 0.713 0.545